The following is a DFT calculation (ωB97M-V with the def2-TZVPD basis set) of a structure of composition C7H16BBr6Na3O3 in a non-equilibrium geometry.

Results
- HOMO energy (eV) = -5.377
- total charge = 0
- energy relative to the best compared isomer or geometry (same formula, charge and spin) (kcal/mol) = 103.3
- strongest force on any atom (hartree/bohr) = 0.06694

Atoms and positions in Å:
Na (-6.581, -10.652, 5.777)
Na (-7.503, -13.861, 4.884)
Na (-5.246, -12.446, 2.766)
C (-7.733, -9.522, 3.361)
O (-8.356, -9.181, 2.306)
O (-6.517, -9.997, 3.268)
O (-8.410, -9.519, 4.477)
B (-4.882, -12.388, 5.409)
H (-5.152, -12.145, 6.486)
H (-4.945, -11.436, 4.828)
H (-3.796, -12.771, 5.356)
H (-5.638, -13.021, 4.849)
Br (-2.439, -12.838, 10.060)
C (-4.160, -12.485, 9.127)
C (-5.281, -12.490, 10.157)
Br (-5.430, -14.178, 11.163)
H (-4.363, -13.213, 8.351)
H (-4.019, -11.495, 8.705)
H (-6.234, -12.304, 9.667)
H (-5.136, -11.744, 10.931)
Br (-4.848, -16.095, 4.119)
C (-3.168, -16.700, 4.896)
C (-2.620, -15.679, 5.867)
Br (-0.850, -16.148, 6.424)
H (-2.444, -16.840, 4.089)
H (-3.203, -17.713, 5.297)
H (-3.277, -15.596, 6.731)
H (-2.561, -14.709, 5.387)
Br (-2.481, -13.017, 2.970)
C (-2.165, -11.097, 3.415)
C (-0.693, -10.923, 3.753)
Br (-0.397, -9.016, 4.038)
H (-2.810, -10.880, 4.258)
H (-2.410, -10.544, 2.515)
H (-0.065, -11.162, 2.901)
H (-0.414, -11.516, 4.618)